{"formula": "C3H10N2S2", "method": "wB97M-V/def2-TZVPD", "species": ["S", "S", "N", "N", "C", "C", "C", "H", "H", "H", "H", "H", "H", "H", "H", "H", "H"], "coordinates": [[1.6621, 1.8507, -0.3106], [1.2822, 0.0783, -1.4617], [-3.0067, -1.2342, 1.0656], [-0.7994, 0.6375, 1.1554], [-1.6224, -1.7018, 0.9058], [-0.7692, -0.5814, 0.2900], [0.6478, -0.9808, -0.0742], [1.3418, -0.9779, 0.7708], [-1.2578, -0.4874, -0.6956], [-3.6028, -1.6449, 0.3773], [2.5173, 2.3102, -1.2544], [-1.0354, 0.1908, 2.0472], [-3.3165, -1.4419, 2.0063], [-1.6918, 1.1086, 1.0264], [-1.5087, -2.6353, 0.3441], [-1.1248, -1.9725, 1.8561], [0.6484, -2.0096, -0.4457]], "atomic_forces_ev_per_a": [[0.0, -0.4, -0.8], [0.0, 0.1, 1.2], [1.1, -0.1, 0.7], [-0.7, -1.3, 0.0], [1.1, -0.2, 0.5], [-0.8, -0.2, -0.8], [0.3, 0.1, -0.2], [0.0, 0.3, -0.1], [0.1, 1.0, 0.3], [-0.4, -0.3, -0.1], [0.0, -0.1, 0.3], [0.7, 0.5, 0.3], [-0.4, -0.1, -0.3], [0.1, 0.2, -0.6], [-0.3, 0.2, -0.4], [-0.6, 0.2, 0.2], [0.0, 0.1, -0.3]], "nbo_charge": [-0.124, 0.067, -0.853, -0.817, -0.240, -0.088, -0.517, 0.227, 0.193, 0.369, 0.121, 0.340, 0.368, 0.372, 0.184, 0.175, 0.225], "fmax_ev_per_a": 1.4, "e_above_lowest_kcal_mol": 15.5, "smiles": "NC[C@@H](N)CSS", "homo_lumo_gap_ha": 0.3142, "e_homo_ev": -7.98}